# 1
DFT (ωB97M-V/def2-TZVPD) results for 2 unconnected molecules or ions with the total composition C3H8O2 in a non-equilibrium geometry.

Summary:
HOMO level: -0.330 Eh
SMILES string: C/C=C/O.O
HOMO-LUMO gap: 9.93 eV
ΔE to the lowest compared entry with this formula, charge and spin: 174.5 kJ/mol

The geometry in XYZ format:
```
13
Properties=species:S:1:pos:R:3:forces:R:3
C 2.0701 -1.0372 -0.2982 1.652 0.620 0.634
C 1.5553 -0.4133 0.9718 -1.333 -0.536 0.807
C 1.2306 -1.1774 2.0157 0.376 -0.095 -0.613
O 0.2605 -0.8753 2.9449 0.609 0.290 0.550
H 3.1412 -0.8590 -0.4604 -0.081 0.433 -0.096
H 2.0574 -2.1182 -0.1885 -0.620 -0.091 -0.379
H 1.5520 -0.6271 -1.1626 -0.191 -0.443 -0.012
H 1.0824 0.5650 1.0605 0.204 0.100 -0.828
H 1.7096 -2.1407 2.1618 -0.461 -0.322 -0.083
H 0.5110 -0.0800 3.4280 -0.155 0.044 0.021
O -4.1303 2.7207 -4.4790 0.088 0.384 0.431
H -4.5102 3.4620 -3.9879 -0.195 -0.139 -0.260
H -3.2830 2.6214 -4.0321 0.106 -0.246 -0.171
```
Positions in Å, forces in eV/Å.

# 2
DFT (ωB97M-V/def2-TZVPD) results for 2 unconnected molecules or ions with the total composition C3H8O2 in a non-equilibrium geometry.

Summary:
HOMO level (spin up / spin down): -0.554 / -0.554 Eh
HOMO-LUMO gap (spin up / spin down): 9.98 / 6.69 eV
Spin multiplicity: 2
ΔE to the lowest compared entry with this formula, charge and spin: 109.9 kJ/mol
Total charge: +1

The geometry in XYZ format:
```
13
Properties=species:S:1:pos:R:3:forces:R:3
C -1.2492 -2.1866 -0.4892 0.296 -0.670 -0.346
O -1.0298 -0.7706 -0.5380 0.345 1.323 0.382
H -1.2653 -2.5111 -1.5287 0.211 -0.118 0.096
H -0.4180 -2.6308 0.0500 0.099 -0.170 -0.104
H -2.1630 -2.5804 -0.0430 -0.185 0.844 0.204
H -1.6119 -0.2175 -0.0039 -0.438 -0.722 -0.011
C 0.7083 2.2294 0.7575 -0.222 1.158 1.346
C 1.6889 1.3841 0.2786 -0.043 -1.576 -1.593
O 1.4221 0.4734 -0.6153 0.486 0.606 1.747
H 0.8617 2.6499 1.7500 0.004 0.120 -0.196
H -0.1514 2.5949 0.2066 -0.033 -0.488 -0.175
H 2.7195 1.4162 0.6147 0.157 0.228 -0.093
H 0.4879 0.1490 -0.4393 -0.677 -0.535 -1.258
```
Positions in Å, forces in eV/Å.

# 3
DFT (ωB97M-V/def2-TZVPD) results for 2 unconnected molecules or ions with the total composition C3H8O2S in a non-equilibrium geometry.

Summary:
HOMO level: 0.003 Eh
HOMO-LUMO gap: 5.88 eV
ΔE to the lowest compared entry with this formula, charge and spin: 39.9 kJ/mol
Total charge: -2

The geometry in XYZ format:
```
14
Properties=species:S:1:pos:R:3:forces:R:3
C -0.1947 0.3156 0.2535 1.347 -0.368 1.769
O -0.8324 1.5274 0.2733 -1.101 0.663 -0.498
C 0.5521 0.0000 -0.9712 -0.942 -1.228 -3.347
C 1.1513 -1.4514 -1.0119 0.435 0.896 -0.654
S 2.2066 -1.7175 -2.5314 -0.273 -0.104 0.413
H -0.7811 -0.5356 0.6090 -0.656 -0.115 -0.374
H 0.6003 0.3475 0.9930 0.456 -0.070 0.910
H -0.1071 0.1536 -1.8686 0.183 -0.366 0.541
H 1.3638 0.6893 -1.2258 0.131 -0.058 0.592
H 1.7918 -1.4107 -0.1494 0.606 -0.547 0.554
H 0.4987 -2.3440 -0.8916 -0.197 1.000 -0.065
H -1.3908 1.5665 1.1101 -0.014 0.431 0.417
H -2.6951 1.0427 2.7731 -0.473 -0.660 0.149
O -2.1635 1.8166 2.6378 0.499 0.527 -0.408
```
Positions in Å, forces in eV/Å.

# 4
DFT (ωB97M-V/def2-TZVPD) results for a single C3H8O2S molecule in a non-equilibrium geometry.

Summary:
HOMO level: -0.346 Eh
SMILES string: OCC(S)CO
HOMO-LUMO gap: 10.02 eV
ΔE to the lowest compared entry with this formula, charge and spin: 101.0 kJ/mol

The geometry in XYZ format:
```
14
Properties=species:S:1:pos:R:3:forces:R:3
O -0.6632 -1.7652 0.0271 -0.280 0.100 0.211
C -0.1742 -0.7327 -0.7957 -0.556 0.283 -1.640
C -0.2117 0.5743 -0.1053 -0.761 0.774 -0.894
S 0.4512 1.8274 -1.2278 0.389 0.482 -0.529
C 0.5840 0.6467 1.1439 0.175 0.407 1.301
O 0.0719 -0.1713 2.1804 -0.018 -0.760 -0.723
H -0.3123 -2.5520 -0.3696 -0.001 -0.917 0.058
H 0.8512 -0.9317 -1.0832 0.283 -0.165 -0.320
H -0.8212 -0.5774 -1.7148 0.748 -0.692 0.688
H -1.2535 0.8634 -0.0277 -0.199 -0.026 0.904
H -0.4591 1.6978 -2.2166 0.131 -0.045 0.278
H 0.4962 1.6351 1.5550 0.278 0.733 -0.010
H 1.6510 0.4587 0.9308 -0.200 -0.154 0.024
H -0.2104 -0.9730 1.7033 0.009 -0.020 0.653
```
Positions in Å, forces in eV/Å.